{"formula": "C36H33ClO8Sr", "method": "ωB97M-V/def2-TZVPD", "relative_energy_kcal_mol": 0.05, "homo_energy_ev": -2.36, "charge": -2, "largest_force_ev_per_a": 0.1, "symbols": ["Sr", "C", "C", "C", "C", "C", "H", "H", "H", "H", "H", "C", "C", "C", "O", "C", "C", "O", "C", "O", "C", "C", "C", "C", "C", "C", "C", "C", "C", "C", "C", "C", "C", "O", "C", "C", "C", "C", "C", "C", "C", "C", "C", "C", "C", "C", "H", "H", "H", "H", "H", "H", "H", "H", "H", "H", "H", "H", "H", "H", "H", "H", "H", "H", "H", "H", "H", "H", "H", "H", "H", "H", "H", "H", "O", "Cl", "O", "O", "O"], "coordinates": [[-2.3388, 0.4370, -1.6993], [-3.9930, 2.6494, -0.6206], [-4.4006, 1.5061, 0.0968], [-5.0901, 0.6556, -0.7945], [-5.1065, 1.2722, -2.0621], [-4.4288, 2.5038, -1.9551], [-3.4509, 3.4950, -0.2185], [-4.2173, 1.3088, 1.1450], [-5.4950, -0.3175, -0.5513], [-5.5172, 0.8535, -2.9710], [-4.2618, 3.2068, -2.7603], [1.9537, 0.6947, 3.2885], [2.1814, -0.3777, 2.2296], [3.3344, -1.2949, 2.6003], [2.4523, 0.1915, 0.9626], [1.2877, 0.0989, 0.1129], [0.2424, -0.6189, 0.9910], [1.0242, -1.1530, 2.0716], [-0.5894, -1.8003, 0.3734], [-1.6235, -1.3297, -0.3616], [0.3624, -2.6912, -0.4548], [1.4467, -3.3693, 0.1055], [2.3031, -4.1232, -0.6835], [2.0876, -4.2229, -2.0537], [1.0008, -3.5704, -2.6159], [0.1454, -2.8148, -1.8211], [-1.2084, -2.6198, 1.5347], [-1.8144, -1.9565, 2.6026], [-2.4991, -2.6477, 3.5874], [-2.6090, -4.0330, 3.5274], [-2.0292, -4.7045, 2.4636], [-1.3379, -4.0031, 1.4810], [0.8812, 1.4946, -0.4601], [-0.3161, 1.3878, -1.0804], [0.8264, 2.5370, 0.6796], [1.9545, 3.1903, 1.1711], [1.8545, 4.1084, 2.2071], [0.6196, 4.3868, 2.7780], [-0.5137, 3.7526, 2.2855], [-0.4101, 2.8465, 1.2379], [1.9484, 1.9729, -1.4739], [1.5498, 2.9597, -2.3752], [2.4244, 3.4617, -3.3230], [3.7261, 2.9759, -3.4009], [4.1291, 1.9848, -2.5218], [3.2488, 1.4884, -1.5631], [2.8141, 1.3629, 3.3451], [1.8016, 0.2140, 4.2573], [1.0740, 1.2902, 3.0476], [4.2447, -0.7103, 2.7435], [3.4921, -2.0119, 1.7959], [3.1031, -1.8280, 3.5240], [1.5481, -0.5222, -0.7478], [-0.4834, 0.1099, 1.3668], [1.6084, -3.3081, 1.1733], [3.1417, -4.6378, -0.2261], [2.7582, -4.8069, -2.6740], [0.8113, -3.6394, -3.6807], [-0.7112, -2.3221, -2.2613], [-1.7615, -0.8768, 2.6570], [-2.9579, -2.1014, 4.4042], [-3.1485, -4.5764, 4.2949], [-2.1171, -5.7830, 2.3888], [-0.9032, -4.5462, 0.6518], [2.9233, 2.9724, 0.7391], [2.7462, 4.6055, 2.5739], [0.5401, 5.0997, 3.5910], [-1.4877, 3.9705, 2.7090], [-1.2913, 2.3737, 0.8221], [0.5234, 3.3006, -2.3257], [2.0868, 4.2244, -4.0156], [4.4110, 3.3576, -4.1497], [5.1353, 1.5843, -2.5805], [3.5853, 0.7188, -0.8814], [-3.8806, -0.5030, -5.5878], [-2.6474, -0.6629, -4.8701], [-1.6779, -1.3281, -5.6942], [-2.1401, 0.6380, -4.4519], [-2.8751, -1.4307, -3.6501]], "forces_ev_per_angstrom": [[0.004, -0.066, -0.067], [-0.005, 0.030, -0.036], [-0.009, -0.039, 0.002], [0.032, -0.006, 0.023], [0.005, -0.020, -0.008], [0.013, 0.016, 0.022], [0.030, -0.012, -0.005], [0.016, -0.001, -0.003], [-0.025, 0.009, -0.008], [-0.026, 0.005, 0.009], [0.006, -0.004, 0.003], [0.013, 0.013, 0.014], [-0.018, -0.008, -0.047], [0.001, -0.001, 0.015], [0.001, -0.006, 0.008], [0.022, 0.027, 0.019], [-0.011, -0.009, 0.003], [0.012, 0.011, 0.004], [-0.039, -0.055, 0.032], [0.068, 0.077, -0.074], [-0.034, 0.032, 0.001], [-0.014, 0.003, 0.023], [0.007, -0.004, -0.024], [0.000, 0.003, 0.022], [-0.002, 0.012, 0.002], [0.026, -0.035, -0.067], [0.001, 0.009, 0.016], [0.006, 0.003, -0.011], [-0.002, -0.006, 0.002], [0.001, 0.009, 0.006], [0.000, 0.006, -0.005], [-0.001, -0.012, 0.000], [-0.007, -0.007, -0.017], [-0.100, -0.033, -0.001], [-0.003, 0.003, 0.012], [0.008, 0.007, 0.005], [0.000, -0.001, -0.010], [-0.007, -0.007, -0.001], [0.002, 0.011, 0.005], [-0.002, -0.003, 0.002], [-0.016, 0.013, -0.011], [0.008, 0.002, 0.012], [0.004, -0.003, 0.004], [-0.009, 0.000, -0.007], [0.007, -0.002, 0.005], [-0.004, -0.004, 0.006], [-0.002, -0.003, 0.010], [0.003, 0.000, 0.000], [-0.002, -0.003, -0.002], [-0.002, 0.002, -0.001], [0.001, -0.001, -0.001], [0.004, 0.000, -0.001], [-0.003, -0.010, 0.000], [0.013, 0.004, -0.003], [0.001, -0.005, -0.002], [0.001, -0.001, -0.001], [0.003, -0.003, 0.005], [-0.003, 0.002, 0.001], [-0.015, 0.029, 0.056], [-0.002, -0.003, 0.000], [-0.001, -0.002, 0.001], [0.000, 0.001, 0.000], [0.001, 0.000, 0.000], [0.003, -0.001, -0.002], [0.002, -0.001, -0.001], [0.001, 0.000, 0.000], [-0.003, 0.000, 0.000], [0.002, 0.002, 0.002], [0.007, -0.004, -0.008], [0.001, 0.000, 0.000], [0.004, -0.001, -0.003], [0.000, 0.000, -0.001], [0.000, -0.001, 0.001], [0.006, -0.001, -0.003], [0.007, 0.013, 0.024], [0.007, -0.027, 0.069], [-0.004, 0.020, 0.047], [0.006, 0.030, -0.013], [0.004, 0.006, -0.050]]}